Formula: C45H69N7O8S
Source: OMol25
Level of theory: wB97M-V/def2-TZVPD

Geometry as XYZ:
```
130
Properties=species:S:1:pos:R:3:forces:R:3
H -5.9491 -1.1249 1.6142 0.01 0.02 0.01
N -5.4044 -1.9832 1.5837 0.12 0.02 0.08
C -4.4025 -1.8053 0.8388 0.00 0.06 -0.04
N -4.1618 -0.5727 0.1363 0.16 -0.26 -0.18
N -3.3981 -2.7942 0.6627 -0.30 -0.31 0.30
C -3.3923 -3.8729 1.6734 -0.25 0.02 0.00
C -2.8614 -3.3903 3.0136 0.16 -0.13 0.19
C -1.4891 -2.7272 2.9455 -0.06 0.14 -0.13
C -0.3952 -3.6349 2.3806 0.22 0.38 0.28
C 0.8932 -2.8723 2.0343 -0.31 -0.20 0.06
O 1.9912 -3.5618 2.6686 0.03 -0.06 -0.22
S 3.3453 -2.7443 2.8029 0.43 0.16 0.30
O 4.3711 -3.7303 2.9178 -0.23 0.18 -0.02
O 3.1750 -1.7526 3.8244 -0.09 -0.11 -0.14
C 3.4592 -1.8783 1.1884 -0.21 -0.02 0.00
C 2.9735 -0.4213 1.3332 0.37 0.13 0.13
C 2.9066 0.3775 0.0267 0.01 0.26 -0.02
C 2.1194 1.6978 0.1769 -0.22 -0.13 0.20
C 1.0076 1.8959 -0.8709 -0.12 0.12 0.10
C 0.8647 3.3229 -1.4151 -0.06 -0.14 -0.18
C -0.1261 4.2135 -0.6520 0.06 -0.20 -0.08
C -0.1705 4.0999 0.8684 0.05 0.39 0.23
C 1.0233 4.6834 1.6648 -0.03 0.11 0.10
C 1.9965 5.5715 0.8939 0.10 0.06 0.19
C 4.9311 -1.8940 0.7925 0.26 -0.16 -0.19
O 5.7076 -1.2691 1.8091 -0.02 0.14 0.06
O 6.9091 -2.0070 2.0196 -0.10 -0.10 -0.18
C 2.6382 -2.6859 0.1564 0.01 0.19 0.30
O 3.2013 -3.9769 0.0826 -0.21 -0.05 -0.08
C 3.4599 -4.5393 -1.1990 0.32 -0.02 -0.06
C 2.9387 -5.9688 -1.2577 -0.11 0.12 0.12
C 1.5141 -6.0965 -1.7874 0.08 -0.33 0.05
C 1.1408 -2.8030 0.5225 -0.14 -0.05 -0.12
C 0.1757 -1.7555 -0.0459 -0.04 0.07 -0.09
C -0.1783 -1.8509 -1.5332 -0.10 -0.11 0.03
O 0.7422 -2.6520 -2.3199 -0.14 0.01 0.37
C 1.4041 -1.9317 -3.2488 0.22 0.08 0.25
O 1.0451 -1.8092 -4.3697 -0.20 0.02 -0.72
H -3.1767 -0.3481 0.2518 0.00 0.03 0.00
H -4.2621 -0.7422 -0.8625 -0.19 0.13 0.00
H -3.5459 -3.2304 -0.2429 0.27 0.25 -0.15
H -2.7854 -4.6810 1.2664 0.07 0.06 0.04
H -4.3850 -4.2988 1.8269 -0.02 0.08 -0.08
H -3.5817 -2.7000 3.4568 0.02 0.01 -0.04
H -2.8174 -4.2540 3.6854 -0.02 -0.02 -0.05
H -1.5779 -1.8183 2.3427 0.04 -0.01 -0.01
H -1.1804 -2.3935 3.9400 -0.06 -0.02 0.01
H -0.1300 -4.3508 3.1600 -0.05 -0.25 -0.21
H -0.7404 -4.1595 1.4901 -0.03 -0.15 0.07
H 0.8082 -1.8753 2.4739 0.18 0.07 -0.01
H 3.6934 0.0845 1.9809 -0.11 -0.05 0.13
H 2.0303 -0.3666 1.8733 -0.09 -0.07 -0.14
H 3.9209 0.6219 -0.2966 0.01 -0.14 -0.07
H 2.4553 -0.1947 -0.7849 -0.02 -0.07 0.02
H 2.7980 2.5524 0.1567 0.05 -0.04 -0.05
H 1.6638 1.7109 1.1717 0.06 0.09 0.00
H 0.0467 1.6267 -0.4175 -0.01 -0.17 -0.11
H 1.1509 1.2016 -1.7047 0.15 0.06 -0.03
H 1.8487 3.7907 -1.4944 0.03 -0.04 0.09
H 0.4984 3.2446 -2.4430 0.04 0.11 -0.01
H -1.1287 3.9760 -1.0210 -0.01 0.01 0.04
H 0.0296 5.2569 -0.9235 -0.02 -0.04 -0.07
H -0.3599 3.0700 1.1845 0.04 -0.02 -0.05
H -1.0545 4.6625 1.1830 -0.06 -0.08 -0.07
H 0.6131 5.3054 2.4657 0.00 -0.11 0.07
H 1.5811 3.8937 2.1743 0.02 -0.05 -0.13
H 1.4886 6.4200 0.4331 0.00 -0.06 -0.09
H 2.7303 5.9849 1.5898 0.00 0.00 -0.02
H 2.5553 5.0304 0.1306 -0.08 0.02 -0.07
H 5.0494 -1.3194 -0.1352 -0.04 -0.10 -0.08
H 5.2845 -2.9112 0.6361 -0.06 0.00 0.14
H 7.4892 -1.6696 1.3202 0.00 0.11 0.08
H 2.7411 -2.1625 -0.7953 0.03 -0.13 -0.10
H 3.0259 -3.9176 -1.9866 -0.09 -0.03 -0.01
H 4.5464 -4.5469 -1.3463 0.00 0.07 0.02
H 2.9968 -6.3514 -0.2360 0.06 -0.06 -0.04
H 3.6158 -6.5708 -1.8662 -0.01 -0.02 -0.02
H 1.1332 -7.1033 -1.6011 -0.02 0.03 0.00
H 0.8345 -5.3944 -1.3045 0.00 0.06 -0.06
H 1.4832 -5.9467 -2.8675 -0.07 0.20 0.02
H 0.8547 -3.7770 0.1178 -0.01 0.02 0.00
H -0.7726 -1.8892 0.4788 -0.02 0.06 0.00
H 0.5045 -0.7428 0.1840 0.15 0.00 0.07
H -1.1590 -2.3114 -1.6520 0.07 -0.12 -0.05
H -0.2437 -0.8572 -1.9807 -0.02 0.04 0.04
H 2.3288 -1.4666 -2.8775 0.15 0.03 0.11
C -3.7879 8.7430 -2.4331 0.00 0.01 0.00
C -3.4264 7.6656 -3.2259 -0.01 0.02 0.01
C -2.5303 6.7406 -2.7113 0.02 -0.03 0.00
N -1.9948 6.8312 -1.4968 -0.05 0.09 0.04
C -2.3499 7.8725 -0.7456 0.04 -0.03 0.04
C -3.2396 8.8503 -1.1651 -0.01 0.00 -0.03
H -4.4850 9.4865 -2.7976 0.00 0.00 0.00
H -3.8282 7.5417 -4.2221 0.00 -0.01 -0.01
H -2.2239 5.8825 -3.3010 -0.01 0.01 -0.02
H -1.8987 7.9240 0.2406 -0.02 0.02 0.01
H -3.4932 9.6734 -0.5113 0.01 0.00 0.01
C -4.0739 -9.5615 0.0757 0.00 -0.01 0.00
C -5.2529 -9.0035 0.5425 0.02 -0.01 -0.01
C -5.1960 -7.7681 1.1705 -0.01 0.04 0.02
N -4.0680 -7.0850 1.3513 0.03 -0.10 -0.03
C -2.9434 -7.6355 0.8985 0.01 0.04 0.03
C -2.8908 -8.8633 0.2569 -0.02 -0.01 -0.01
H -4.0764 -10.5238 -0.4196 0.00 0.00 0.00
H -6.1994 -9.5126 0.4247 -0.01 0.01 0.00
H -6.0982 -7.2992 1.5480 -0.01 -0.02 -0.01
H -2.0346 -7.0635 1.0615 0.01 -0.02 -0.01
H -1.9460 -9.2593 -0.0892 0.01 0.01 0.01
C 3.5778 1.5013 -6.3405 -0.01 0.01 0.01
C 3.4476 2.5640 -7.2203 0.00 -0.01 0.02
C 2.1709 2.9873 -7.5587 -0.03 0.01 -0.01
N 1.0593 2.4270 -7.0877 0.00 0.00 0.01
C 1.2007 1.4056 -6.2460 -0.04 0.01 0.00
C 2.4300 0.9076 -5.8405 0.07 0.05 0.00
H 4.5571 1.1419 -6.0509 0.00 0.00 0.00
H 4.3149 3.0575 -7.6372 0.00 0.01 -0.01
H 2.0292 3.8174 -8.2422 0.03 0.00 0.00
H 0.2822 0.9606 -5.8794 0.01 -0.03 0.01
H 2.4744 0.0723 -5.1572 -0.02 -0.04 -0.04
C -2.3764 6.3870 6.0020 0.00 0.00 0.01
C -1.5951 7.5313 5.9910 -0.01 -0.01 0.00
C -1.2274 8.0691 4.7665 0.01 0.01 -0.02
N -1.5830 7.5449 3.5958 0.00 0.00 -0.01
C -2.3329 6.4453 3.6233 0.02 0.01 -0.11
C -2.7552 5.8295 4.7916 0.02 0.01 0.02
H -2.6832 5.9370 6.9373 0.00 0.00 0.00
H -1.2743 7.9998 6.9112 0.01 0.01 0.00
H -0.6171 8.9642 4.7188 0.00 0.00 0.03
H -2.6047 6.0395 2.6543 -0.04 -0.04 0.02
H -3.3628 4.9361 4.7499 0.00 0.00 -0.01
```
Forces are in eV/Å.

* HOMO level: -9.61 eV
* SMILES: [H]/N=C(\N)NCCCC[C@H]1OS(=O)(=O)[C@@](CCCCCCCCC)(COO)[C@@H](OCCC)[C@@H]1CCOC=O.c1ccncc1.c1ccncc1.c1ccncc1.c1ccncc1
* multiplicity: 1
* LUMO level: 0.29 eV
* DFT total energy: -85425.2593 eV
* F_max: 0.749 eV Å⁻¹
* orbital gap: 9.896 eV